[1]
{"formula": "C31H50As2CoF3GeN3O2SSi3", "method": "the ωB97M-V functional and the def2-TZVPD basis", "lumo_energy_ev": [-5.21, -7.89], "energy_ha": -11023.12151, "charge": 2, "spin_multiplicity": 6, "homo_lumo_gap_ev": [7.4, 5.8], "s2": 8.76, "e_homo_ev": [-12.596, -13.666], "elements": ["Co", "N", "C", "C", "C", "C", "C", "C", "N", "C", "C", "C", "S", "C", "N", "H", "H", "H", "H", "H", "H", "H", "C", "As", "C", "C", "C", "C", "C", "C", "C", "As", "C", "C", "H", "H", "H", "H", "H", "H", "H", "H", "H", "H", "H", "H", "H", "H", "H", "H", "F", "C", "F", "F", "C", "O", "O", "C", "Si", "C", "C", "Ge", "Si", "C", "C", "C", "Si", "C", "C", "C", "H", "H", "H", "H", "H", "H", "H", "H", "H", "H", "H", "H", "H", "H", "H", "H", "H", "H", "H", "H", "H", "H", "H", "H", "H", "H", "H"], "coordinates": [[-1.079, -0.594, -0.613], [-3.748, 1.342, 1.969], [-3.209, 2.554, 1.551], [-3.536, 3.872, 1.852], [-2.767, 4.846, 1.250], [-1.713, 4.520, 0.378], [-1.398, 3.210, 0.084], [-2.167, 2.215, 0.687], [-2.091, 0.827, 0.593], [-3.041, 0.360, 1.379], [-3.195, -1.077, 1.559], [-4.142, -1.793, 2.221], [-3.796, -3.458, 2.077], [-2.416, -3.098, 1.153], [-2.214, -1.825, 0.954], [-4.516, 1.220, 2.608], [-4.347, 4.126, 2.520], [-2.980, 5.887, 1.451], [-1.143, 5.320, -0.076], [-0.598, 2.965, -0.602], [-5.011, -1.445, 2.756], [-1.765, -3.871, 0.766], [1.056, -1.544, -3.783], [1.134, -0.193, -2.383], [3.070, -0.071, -2.122], [0.759, 1.419, -3.419], [1.767, 2.060, -4.133], [1.498, 3.225, -4.836], [0.217, 3.757, -4.835], [-0.802, 3.103, -4.159], [-0.542, 1.931, -3.456], [-1.947, 0.892, -2.625], [-3.443, 2.127, -2.492], [-2.580, -0.148, -4.139], [1.710, -1.233, -4.597], [0.038, -1.632, -4.158], [1.376, -2.507, -3.392], [3.573, -0.739, -2.819], [3.332, -0.365, -1.108], [3.404, 0.948, -2.290], [2.772, 1.658, -4.158], [2.290, 3.716, -5.386], [0.008, 4.671, -5.376], [-1.805, 3.512, -4.191], [-3.741, 2.446, -3.489], [-3.201, 2.994, -1.884], [-4.276, 1.589, -2.040], [-2.819, 0.531, -4.956], [-3.464, -0.705, -3.835], [-1.822, -0.856, -4.460], [-1.934, -5.107, -1.544], [-1.362, -4.267, -2.430], [-0.219, -4.814, -2.842], [-2.175, -4.133, -3.469], [-1.101, -2.926, -1.716], [-0.101, -2.833, -0.988], [-1.938, -2.004, -1.873], [1.279, -4.432, 1.320], [2.363, -2.941, 1.044], [3.643, -2.810, 2.401], [3.218, -3.100, -0.606], [1.075, -0.827, 1.069], [0.497, -0.815, 3.726], [-0.885, 0.411, 3.952], [2.033, -0.464, 4.702], [-0.101, -2.542, 4.038], [2.063, 1.467, 1.391], [2.000, 2.449, -0.205], [1.235, 2.544, 2.670], [3.839, 1.069, 1.817], [1.941, -5.261, 1.589], [0.763, -4.693, 0.397], [0.549, -4.328, 2.120], [4.355, -3.627, 2.250], [3.220, -2.940, 3.397], [4.210, -1.878, 2.375], [3.535, -4.143, -0.696], [4.107, -2.474, -0.682], [2.552, -2.894, -1.443], [-0.928, 1.182, 3.186], [-0.743, 0.909, 4.916], [-1.835, -0.125, 3.980], [2.361, 0.572, 4.687], [2.867, -1.108, 4.430], [1.762, -0.711, 5.737], [-0.904, -2.851, 3.370], [-0.512, -2.514, 5.056], [0.694, -3.285, 4.022], [1.244, 2.139, -0.924], [2.968, 2.431, -0.707], [1.787, 3.488, 0.062], [0.228, 2.822, 2.350], [1.824, 3.467, 2.694], [1.188, 2.164, 3.687], [4.324, 0.481, 1.035], [3.950, 0.544, 2.763], [4.382, 2.017, 1.895]], "lowdin_spin": [2.851, 0.006, 0.002, 0.001, 0.000, 0.000, 0.001, 0.003, 0.055, 0.011, 0.004, 0.004, 0.006, 0.010, 0.065, 0.000, 0.000, 0.000, 0.000, 0.000, 0.000, 0.000, 0.020, 0.099, 0.018, 0.014, 0.004, 0.002, 0.001, 0.002, 0.007, 0.051, 0.015, 0.007, 0.004, 0.000, 0.000, 0.001, 0.007, 0.001, 0.001, 0.000, 0.000, 0.000, 0.002, 0.000, 0.000, 0.002, 0.000, 0.000, 0.000, 0.002, 0.001, 0.001, 0.006, 0.056, 0.048, -0.002, 0.087, 0.027, 0.021, 0.754, 0.286, 0.046, 0.051, 0.063, 0.140, 0.021, 0.003, 0.054, 0.000, 0.000, 0.000, 0.004, 0.000, 0.001, 0.003, 0.000, 0.000, 0.003, 0.006, 0.001, 0.000, 0.001, 0.011, 0.001, 0.012, 0.000, 0.000, 0.001, 0.002, 0.000, 0.001, 0.000, 0.001, 0.000, 0.009]}


[2]
{"formula": "C3H5NO3", "method": "the ωB97M-V functional and the def2-TZVPD basis", "lumo_energy_ev": 0.81, "energy_ha": -397.81244, "smiles": "NC(=O)COC=O", "homo_lumo_gap_ev": 10.9, "e_homo_ev": -10.087, "elements": ["N", "C", "O", "C", "O", "C", "O", "H", "H", "H", "H", "H"], "coordinates": [[-1.431, -0.896, 0.177], [-0.612, -0.301, 1.084], [-0.500, -0.657, 2.242], [0.156, 0.915, 0.551], [1.412, 0.529, -0.037], [1.372, 0.077, -1.288], [0.378, -0.084, -1.954], [-1.298, -0.710, -0.808], [-1.862, -1.766, 0.454], [-0.429, 1.478, -0.183], [0.421, 1.542, 1.400], [2.393, -0.128, -1.636]], "lowdin_charge": [0.174, -0.510, 0.063, -0.072, 0.001, -0.329, 0.057, 0.083, 0.116, 0.131, 0.134, 0.151]}


[3]
{"formula": "C3H4N2OS", "method": "the ωB97M-V functional and the def2-TZVPD basis", "lumo_energy_ev": 0.37, "energy_ha": -699.51204, "smiles": "N#[N+][S-].CC#CO", "homo_lumo_gap_ev": 9.0, "e_homo_ev": -8.670, "elements": ["N", "N", "S", "C", "C", "C", "O", "H", "H", "H", "H"], "coordinates": [[1.957, -0.051, 0.704], [2.348, 0.135, 1.737], [2.592, 0.401, 3.196], [-2.114, 0.204, -0.175], [-0.860, 0.187, -0.882], [0.220, -0.141, -1.379], [1.317, -0.427, -1.984], [-2.992, 0.125, -0.661], [-2.028, -0.497, 0.564], [-2.268, 1.180, 0.425], [1.826, -1.115, -1.545]], "lowdin_charge": [0.199, -0.775, 0.677, -0.120, -0.073, -0.245, 0.050, 0.029, 0.043, 0.110, 0.104]}